A structure of composition C14H34AlN4O2P2 at a distorted geometry. Source: OMol25; level of theory: ωB97M-V/def2-TZVPD.

spin multiplicity	1
HOMO-LUMO gap	0.2483	Eh
charge	-1

Element x y z (Å)
1 O 0.5596 3.6483 1.5777
2 P 1.0859 2.8901 0.3760
3 Al -0.2149 3.4368 -1.5838
4 C -0.4042 1.7457 -2.7166
5 C 0.3214 1.7443 -4.0864
6 C 1.3697 0.6354 -4.2453
7 C 2.4109 0.5491 -3.1370
8 N 3.4518 1.5603 -3.2459
9 C 3.3710 2.8613 -2.8701
10 C 4.5654 3.4893 -3.1018
11 C 5.4276 2.5026 -3.6551
12 C 4.7122 1.3420 -3.7248
13 H 1.1268 1.4736 0.6003
14 H 2.4706 3.2181 0.2487
15 H -1.6373 4.0079 -1.1051
16 H 0.5198 4.5832 -2.4641
17 H -0.1689 0.8463 -2.1379
18 H -1.4796 1.7052 -2.9176
19 H 0.7336 2.7231 -4.3498
20 H -0.4412 1.5431 -4.8481
21 H 0.8133 -0.3100 -4.2382
22 H 1.8432 0.7033 -5.2292
23 H 1.9318 0.6215 -2.1616
24 H 2.9238 -0.4114 -3.2165
25 H 2.5142 3.3525 -2.4352
26 H 4.7991 4.5175 -2.8799
27 H 6.4563 2.6565 -3.9397
28 H 5.0752 0.3895 -4.0775
29 O -1.9804 -0.1050 1.3596
30 P -1.7295 -1.3861 2.0652
31 N -3.1399 -2.3036 1.7018
32 C -3.6362 -3.4152 2.4859
33 C -3.3768 -2.5022 0.2738
34 N -1.8030 -0.7851 3.6784
35 C -2.5421 -1.4405 4.7359
36 C -1.8994 0.6676 3.8257
37 N -0.7084 -2.6893 2.5600
38 C 0.5336 -2.2651 3.2521
39 C -0.2686 -3.5266 1.4162
40 H -3.0277 -4.3301 2.4099
41 H -4.6420 -3.6660 2.1406
42 H -3.7360 -3.1650 3.5356
43 H -2.6659 -3.1962 -0.1966
44 H -3.3116 -1.5504 -0.2525
45 H -4.3807 -2.8980 0.1120
46 H -3.6293 -1.3366 4.6119
47 H -2.2772 -0.9965 5.6998
48 H -2.2829 -2.4979 4.8122
49 H -2.9119 1.0401 3.6304
50 H -1.2130 1.1864 3.1643
51 H -1.6251 0.9384 4.8490
52 H 1.1471 -1.5980 2.6400
53 H 1.1198 -3.1534 3.4931
54 H 0.3094 -1.7623 4.1858
55 H 0.2026 -2.9415 0.6213
56 H -1.1093 -4.0754 0.9919
57 H 0.4473 -4.2714 1.7610


A cluster of 8 separate species, C14H34Br6N4O9 in total at a distorted geometry. Source: OMol25; level of theory: ωB97M-V/def2-TZVPD.

SMILES	C[N+](=O)[O-].C[N+](=O)[O-].C[N+](=O)[O-].C[N+](=O)[O-].BrCCBr.BrCCBr.BrCCBr.CCOCC
spin multiplicity	1
HOMO-LUMO gap	0.3441	Eh
charge	0

Element x y z (Å)
1 C -4.8562 -1.7272 23.7904
2 N -5.5561 -0.6773 23.0224
3 O -6.4633 -1.0231 22.2833
4 O -5.2927 0.4869 23.2748
5 H -5.4271 -2.6386 23.6599
6 H -4.6695 -1.4989 24.8315
7 H -3.9188 -1.8746 23.2476
8 C -5.1820 4.2114 22.0590
9 N -5.8215 5.4545 22.5464
10 O -5.1145 6.3305 22.9886
11 O -7.0280 5.4935 22.4709
12 H -4.0945 4.2905 22.0409
13 H -5.4117 4.0679 21.0053
14 H -5.4562 3.3553 22.6649
15 C -2.6441 -0.9992 29.0020
16 N -2.6712 -1.2957 27.5432
17 O -1.6489 -1.1478 26.9173
18 O -3.7386 -1.6463 27.0791
19 H -1.8192 -0.3213 29.1933
20 H -2.5489 -1.9091 29.5869
21 H -3.5863 -0.5214 29.2531
22 C -8.6070 1.0731 23.4388
23 N -9.3370 1.4304 24.6730
24 O -9.9038 0.5117 25.2381
25 O -9.3410 2.5846 25.0443
26 H -8.1026 1.9321 23.0126
27 H -9.3240 0.6247 22.7585
28 H -7.8857 0.2986 23.6909
29 Br -4.2015 -5.1664 24.6430
30 C -2.7241 -4.5709 25.8327
31 C -1.7221 -5.6216 26.1904
32 Br -2.5194 -7.0281 27.2976
33 H -3.2745 -4.0896 26.6363
34 H -2.3254 -3.7183 25.2821
35 H -0.9522 -5.1344 26.7873
36 H -1.2551 -6.0660 25.3188
37 Br -6.2624 0.1608 17.3479
38 C -5.4806 -0.6725 18.9414
39 C -4.9050 -2.0114 18.5566
40 Br -4.2937 -2.9839 20.1739
41 H -6.2545 -0.7322 19.6980
42 H -4.6481 -0.0619 19.2828
43 H -4.0146 -1.9445 17.9386
44 H -5.5829 -2.6913 18.0481
45 Br -9.6625 -2.1903 21.9552
46 C -8.7661 -2.1807 20.1807
47 C -9.0847 -3.4938 19.5179
48 Br -8.3722 -3.3781 17.7041
49 H -7.7063 -2.0288 20.3508
50 H -9.2278 -1.3729 19.6219
51 H -10.1455 -3.6629 19.3784
52 H -8.6130 -4.3490 19.9894
53 C -12.2285 1.1995 21.1409
54 C -11.1526 1.5294 20.1256
55 O -9.9036 1.4134 20.7784
56 C -8.8023 1.7996 19.9806
57 C -7.5397 1.9027 20.8179
58 H -12.0996 0.1699 21.4869
59 H -12.1279 1.8133 22.0350
60 H -13.2126 1.2998 20.6844
61 H -11.2360 0.8867 19.2394
62 H -11.2515 2.5686 19.7768
63 H -8.6342 1.0908 19.1604
64 H -9.0443 2.7716 19.5290
65 H -7.6169 2.8258 21.3924
66 H -6.6767 1.9783 20.1567
67 H -7.4954 1.0186 21.4468


A cluster of 3 separate species, C14H34Cl2N2 in total at a distorted geometry. Source: OMol25; level of theory: ωB97M-V/def2-TZVPD.

SMILES	CCN(CC)CC.CCN(CC)CC.ClCCCl
spin multiplicity	1
HOMO-LUMO gap	0.3101	Eh
charge	0
relative energy (zero: lowest compared OMol25 entry of this formula, charge and spin)	416.5	kJ/mol

Element x y z (Å)
1 Cl -4.0570 0.6748 -5.2045
2 C -4.0920 0.1638 -3.4695
3 C -2.7440 -0.0222 -2.7965
4 Cl -2.7300 -0.3772 -1.1035
5 H -4.4720 -0.8972 -3.2155
6 H -4.7050 0.9958 -3.0425
7 H -2.4240 1.0438 -2.8805
8 H -2.1230 -0.5612 -3.2945
9 C -0.7200 1.9268 2.1585
10 C -1.8070 2.6878 1.3975
11 N -1.1250 3.3608 0.3625
12 C -1.8430 3.5818 -0.9575
13 C -3.2710 3.5328 -0.9995
14 C -0.5390 4.6088 0.7055
15 C 0.7640 5.0358 -0.0785
16 H 0.2390 2.5638 2.6085
17 H -0.2030 1.2938 1.4675
18 H -0.9880 1.2918 2.8355
19 H -2.2260 3.3638 2.0055
20 H -2.4150 1.9818 1.1735
21 H -1.5820 2.5798 -1.1595
22 H -1.1430 3.9518 -1.6835
23 H -3.8140 3.2158 -0.2795
24 H -3.9580 3.3258 -1.7875
25 H -3.7360 4.5838 -0.8505
26 H -0.0800 4.5398 1.6715
27 H -1.2960 5.5338 0.6285
28 H 1.4120 5.7588 0.4435
29 H 0.4690 5.1188 -0.9355
30 H 1.4120 4.3028 0.0785
31 C -0.1190 -3.1632 0.0535
32 C 1.3360 -2.6512 0.2845
33 N 2.3660 -3.7462 0.3625
34 C 3.6940 -3.4012 0.0755
35 C 4.2230 -2.1882 0.4685
36 C 2.3010 -4.4722 1.6945
37 C 3.2210 -5.7622 1.7735
38 H -0.5980 -3.6482 1.0355
39 H -0.1790 -3.8572 -0.5635
40 H -0.7840 -2.4912 -0.2435
41 H 1.5220 -2.1122 1.1555
42 H 1.4880 -1.7532 -0.3385
43 H 3.5630 -3.4412 -1.1755
44 H 4.2410 -4.4092 0.2575
45 H 3.7760 -1.2272 0.6025
46 H 5.0520 -1.8672 -0.1165
47 H 4.7430 -2.4012 1.2675
48 H 1.3040 -4.7232 1.8995
49 H 2.5900 -3.7312 2.2965
50 H 3.0310 -6.2222 2.6335
51 H 4.1970 -5.4802 1.7685
52 H 2.8290 -6.4122 1.0115


A structure of composition C14H34NO3P2SiY at a distorted geometry. Source: OMol25; level of theory: ωB97M-V/def2-TZVPD.

spin multiplicity	1
HOMO-LUMO gap	0.2213	Eh
charge	0

Element x y z (Å)
1 C -0.8161 0.9557 -4.3866
2 C -0.8371 0.4176 -3.0907
3 N -0.0151 0.9185 -2.1212
4 C 0.8356 1.9484 -2.4002
5 C 0.9090 2.4911 -3.6892
6 C 0.0709 1.9926 -4.6943
7 C -1.7157 -0.7513 -2.7248
8 P -2.0059 -0.8179 -0.8861
9 Y 0.0069 0.0064 -0.1625
10 P 1.9329 1.1961 0.0667
11 C 1.6373 2.5022 -1.2441
12 O -0.5498 -3.6862 -3.1207
13 O 0.6177 -3.7234 -0.6564
14 H -1.4844 0.5426 -5.1475
15 H 1.6060 3.3096 -3.8914
16 H 0.1073 2.4105 -5.7054
17 C -3.5069 0.2117 -0.5989
18 C -2.5755 -2.5277 -0.5442
19 H 2.5580 3.0016 -1.5931
20 H 1.0139 3.2603 -0.7298
21 H -1.1849 -1.7109 -2.9426
22 H -2.6460 -0.7509 -3.3205
23 C 2.2995 2.1565 1.5897
24 C 3.5549 0.4450 -0.3813
25 H 0.7192 -2.7241 -0.6667
26 H 0.3313 -3.8976 0.2588
27 H -0.1933 -3.8521 -2.2063
28 H 0.2648 -3.5620 -3.6396
29 H -0.7760 1.3012 0.5598
30 H 0.8625 -1.2971 -0.8472
31 H -4.3822 -0.1733 -1.1516
32 H -3.7253 0.2199 0.4821
33 H -3.2831 1.2443 -0.9118
34 H -3.4419 -2.8087 -1.1663
35 H -1.7300 -3.2050 -0.7345
36 H -2.8424 -2.5833 0.5247
37 H 4.3709 1.1889 -0.4077
38 H 3.7909 -0.3364 0.3606
39 H 3.4481 -0.0394 -1.3656
40 H 3.1717 2.8228 1.4706
41 H 1.4015 2.7376 1.8534
42 H 2.4906 1.4351 2.4020
43 C 1.5126 -0.8974 4.2439
44 Si 0.0069 0.0064 3.6075
45 C -1.5197 -0.8987 4.1847
46 C -0.0537 1.7389 4.3070
47 O 0.0069 0.0064 1.8375
48 H 1.4827 -0.9262 5.3525
49 H 2.4356 -0.3794 3.9161
50 H 1.5129 -1.9336 3.8480
51 H -1.5378 -0.9243 5.2936
52 H -2.4228 -0.3734 3.8115
53 H -1.5058 -1.9352 3.7902
54 H 0.8602 2.3014 4.0419
55 H -0.9470 2.2659 3.9136
56 H -0.1198 1.6791 5.4126


Result set for HOMO energy: -4.3832, -9.8889, -7.7145, -5.9938 eV, one per record in the order listed.
Result set for calculated total energy: -1848.50067, -16893.69594, -1583.26919, -1844.66941 Ha, one per record in the order listed.